No. 1
DFT (ωB97M-V/def2-TZVPD) results for 12 unconnected molecules or ions with the total composition C40H72O20 at a distorted geometry.

Output
Structure (SMILES): C[C@H]1COC(=O)O1.C[C@H]1COC(=O)O1.C[C@H]1COC(=O)O1.C[C@H]1COC(=O)O1.CC(C)=O.CC(C)=O.CC(C)=O.CC(C)=O.CC(C)=O.CC(C)=O.CC(C)=O.CC(C)=O
Charge: 0
Energy relative to the best compared isomer or geometry (same formula, charge and spin) (kJ/mol): 0.0

Positions of all 132 atoms, in Å:
C1 -14.958 -20.546 -3.430
C2 -15.584 -19.235 -3.512
O1 -15.105 -18.253 -2.899
C3 -16.904 -19.108 -4.188
H1 -14.293 -20.604 -2.568
H2 -14.285 -20.691 -4.324
H3 -15.698 -21.344 -3.374
H4 -16.904 -19.680 -5.098
H5 -17.283 -18.080 -4.374
H6 -17.599 -19.592 -3.505
C4 -19.451 -17.622 0.800
C5 -18.551 -17.727 -0.420
O2 -18.868 -18.409 -1.365
C6 -17.242 -16.972 -0.439
H7 -20.290 -18.284 0.690
H8 -19.837 -16.594 0.916
H9 -18.891 -18.002 1.702
H10 -16.697 -17.442 -1.215
H11 -16.695 -16.992 0.512
H12 -17.289 -15.897 -0.613
C7 -11.247 -24.329 -3.665
C8 -12.326 -23.825 -2.768
O3 -13.428 -23.713 -3.200
C9 -11.950 -23.305 -1.416
H13 -10.871 -25.285 -3.319
H14 -10.461 -23.587 -3.664
H15 -11.635 -24.472 -4.659
H16 -11.429 -24.044 -0.904
H17 -12.848 -23.017 -0.862
H18 -11.218 -22.489 -1.442
C10 -14.138 -15.059 1.279
C11 -13.182 -15.152 0.071
O4 -11.957 -15.249 0.162
C12 -13.871 -15.113 -1.289
H19 -14.955 -14.429 0.979
H20 -13.649 -14.701 2.167
H21 -14.634 -16.025 1.496
H22 -14.703 -14.384 -1.325
H23 -14.268 -16.069 -1.541
H24 -13.142 -14.867 -2.041
C13 -16.502 -19.582 5.146
C14 -15.695 -18.329 4.944
O5 -15.902 -17.594 4.031
C15 -14.674 -18.166 6.003
H25 -17.088 -19.522 6.062
H26 -15.809 -20.482 5.264
H27 -17.155 -19.713 4.282
H28 -14.944 -18.556 7.018
H29 -14.462 -17.130 6.204
H30 -13.735 -18.684 5.652
C16 -15.989 -21.094 2.274
C17 -14.506 -21.260 2.462
O6 -13.882 -20.455 3.104
C18 -13.814 -22.383 1.717
H31 -16.296 -21.551 1.333
H32 -16.335 -20.051 2.176
H33 -16.565 -21.558 3.069
H34 -13.075 -22.866 2.337
H35 -13.192 -21.965 0.927
H36 -14.535 -23.084 1.368
C19 -14.980 -16.810 -7.055
C20 -13.597 -16.161 -7.165
O7 -13.149 -15.764 -8.183
C21 -12.938 -16.031 -5.815
H37 -15.434 -16.806 -8.022
H38 -15.650 -16.349 -6.338
H39 -14.881 -17.832 -6.729
H40 -12.659 -16.962 -5.424
H41 -13.584 -15.582 -5.003
H42 -12.043 -15.410 -5.856
C22 -11.595 -18.315 -2.519
C23 -11.512 -18.740 -1.095
O8 -10.475 -18.490 -0.506
C24 -12.791 -19.106 -0.384
H43 -10.607 -18.081 -2.938
H44 -12.268 -17.457 -2.558
H45 -12.051 -19.100 -3.122
H46 -12.871 -18.520 0.526
H47 -12.774 -20.121 -0.067
H48 -13.679 -18.926 -1.010
C25 -7.853 -18.561 -7.390
C26 -9.095 -18.198 -6.601
C27 -10.265 -17.760 -7.518
O9 -11.395 -18.363 -6.960
C28 -11.012 -19.386 -6.183
O10 -11.676 -20.166 -5.579
O11 -9.677 -19.447 -6.059
H49 -6.960 -18.785 -6.811
H50 -7.603 -17.702 -7.979
H51 -8.183 -19.351 -8.103
H52 -8.944 -17.537 -5.759
H53 -10.253 -18.090 -8.635
H54 -10.473 -16.751 -7.483
C29 -9.540 -20.915 -3.008
C30 -8.420 -19.982 -3.347
C31 -7.371 -19.808 -2.254
O12 -6.088 -19.765 -2.956
C32 -6.321 -20.155 -4.219
O13 -5.504 -20.177 -5.122
O14 -7.619 -20.528 -4.414
H55 -9.996 -20.464 -2.106
H56 -9.091 -21.882 -2.713
H57 -10.215 -21.025 -3.840
H58 -8.651 -18.978 -3.698
H59 -7.288 -20.552 -1.456
H60 -7.460 -18.795 -1.840
C33 -9.975 -18.356 3.073
C34 -10.403 -17.073 2.530
C35 -11.445 -16.375 3.381
O15 -10.972 -14.977 3.602
C36 -9.725 -14.913 3.149
O16 -8.997 -13.971 3.262
O17 -9.331 -16.077 2.564
H61 -9.521 -18.266 4.032
H62 -9.316 -18.911 2.395
H63 -10.901 -18.967 3.108
H64 -10.742 -17.162 1.475
H65 -11.567 -16.736 4.381
H66 -12.441 -16.223 2.990
C37 -6.862 -14.933 0.105
C38 -8.183 -15.324 -0.528
C39 -9.041 -14.202 -1.080
O18 -9.615 -14.805 -2.288
C40 -8.836 -15.822 -2.703
O19 -8.901 -16.336 -3.808
O20 -7.934 -16.077 -1.731
H67 -6.186 -14.328 -0.530
H68 -6.298 -15.772 0.447
H69 -7.087 -14.405 1.020
H70 -8.783 -15.929 0.155
H71 -8.469 -13.353 -1.397
H72 -9.915 -13.868 -0.513



No. 2
DFT (ωB97M-V/def2-TZVPD) results for a molecular structure, C40H74AlBr4Cl4F2N4O14PS4V at a distorted geometry.

Output
Charge: +3
Electronic energy (eV): -497862.3023

Positions of all 149 atoms, in Å:
C1 -0.712 1.258 3.981
C2 -0.663 0.119 3.550
C3 -0.692 -1.289 2.919
C4 -0.243 -1.426 1.390
C5 -1.619 -1.252 0.557
C6 -2.499 0.016 0.941
C7 -3.675 0.295 -0.135
C8 -4.118 1.834 -0.157
C9 -2.914 2.813 -0.523
C10 -3.250 3.907 -1.633
C11 -3.943 3.356 -2.949
C12 -3.030 2.386 -3.815
C13 0.157 -3.001 1.218
C14 -0.226 -3.646 -0.169
C15 -1.569 -4.475 -0.275
C16 -2.525 -3.813 -1.389
F1 -2.356 -4.634 0.891
N1 1.529 -3.315 1.763
P1 1.649 -5.104 1.934
S1 2.757 -6.023 0.659
C17 2.689 -2.563 1.184
Cl1 2.845 -2.742 -0.650
C18 4.093 -2.884 1.864
C19 5.410 -2.597 1.058
C20 6.165 -1.200 1.354
S2 5.819 0.139 0.129
O1 7.109 0.569 -0.460
O2 5.198 1.352 0.702
O3 4.887 -0.366 -1.132
C21 2.256 -1.005 1.338
C22 2.504 -0.367 2.777
N2 3.875 0.096 3.072
N3 0.899 -0.670 0.917
C23 0.747 0.366 -0.072
S3 0.861 -0.197 -1.870
C24 -0.666 0.270 -2.757
C25 -0.932 -0.931 -3.810
H1 -0.640 2.353 4.201
H2 -0.146 -1.986 3.641
H3 -1.776 -1.646 2.969
H4 -2.248 -2.142 0.898
H5 -1.461 -1.226 -0.557
H6 -1.927 0.953 1.196
H7 -3.063 -0.264 1.895
H8 -3.453 -0.131 -1.157
H9 -4.593 -0.271 0.244
H10 -4.510 2.164 0.862
H11 -5.003 1.900 -0.858
H12 -1.997 2.187 -0.775
H13 -2.641 3.371 0.434
H14 -3.930 4.688 -1.160
H15 -2.253 4.384 -1.920
H16 -4.168 4.266 -3.595
H17 -4.943 2.851 -2.779
H18 -3.382 2.301 -4.887
H19 -1.971 2.769 -3.751
H20 -3.116 1.341 -3.375
H21 -0.530 -3.511 1.982
H22 0.587 -4.371 -0.530
H23 -0.230 -2.901 -1.035
H24 -1.362 -5.519 -0.685
H25 -3.247 -4.623 -1.705
H26 -3.141 -2.960 -0.985
H27 -1.961 -3.495 -2.313
H28 1.500 -2.980 2.756
H29 2.052 -5.423 3.275
H30 0.308 -5.612 1.790
H31 4.216 -2.390 2.887
H32 4.154 -3.991 2.144
H33 5.417 -2.716 -0.056
H34 6.177 -3.371 1.414
H35 6.107 -0.872 2.427
H36 7.271 -1.432 1.184
H37 4.976 0.302 -1.857
H38 2.972 -0.470 0.627
H39 2.143 -1.069 3.603
H40 1.885 0.592 2.784
H41 4.290 -0.407 3.863
H42 3.924 1.108 3.219
H43 -0.163 1.025 -0.018
H44 1.636 1.079 0.034
H45 -1.557 0.360 -2.073
H46 -0.535 1.199 -3.394
H47 -0.450 -1.870 -3.350
H48 -0.354 -0.766 -4.791
H49 -2.077 -1.113 -4.004
Br1 4.440 -1.073 6.769
C26 5.242 -2.783 7.260
C27 5.783 -3.486 6.046
Br2 4.357 -4.304 4.994
H50 4.482 -3.355 7.791
H51 6.048 -2.533 7.951
H52 6.430 -4.316 6.333
H53 6.329 -2.821 5.379
C28 -5.201 3.060 -9.335
C29 -4.452 3.398 -8.286
C30 -5.066 3.777 -6.994
O4 -4.381 4.088 -6.039
C31 -6.545 3.763 -6.911
C32 -7.292 3.426 -7.962
C33 -6.678 3.048 -9.253
O5 -7.363 2.739 -10.209
H54 -4.769 2.781 -10.288
H55 -3.370 3.412 -8.330
H56 -6.979 4.041 -5.958
H57 -8.375 3.412 -7.921
C34 -9.195 -0.050 -8.358
Cl2 -7.510 -0.014 -7.850
Cl3 -9.624 -1.655 -8.991
Cl4 -10.264 0.389 -7.019
H58 -9.328 0.677 -9.157
O6 3.094 4.179 3.065
S4 4.373 4.399 3.663
O7 4.607 4.141 5.088
O8 4.863 5.876 3.323
C35 3.995 6.982 3.630
C36 4.028 7.328 5.106
C37 5.604 3.535 2.733
H59 2.976 6.777 3.294
H60 4.358 7.834 3.053
H61 3.581 6.532 5.707
H62 3.474 8.247 5.297
H63 5.057 7.453 5.451
H64 5.469 3.766 1.678
H65 5.469 2.467 2.905
H66 6.589 3.846 3.079
F2 -2.387 -0.925 -5.452
Br3 8.505 -1.008 10.008
C38 7.562 -1.835 11.501
C39 7.888 -3.303 11.611
Br4 6.940 -4.339 10.260
H67 6.501 -1.641 11.353
H68 7.905 -1.299 12.386
H69 7.546 -3.701 12.567
H70 8.948 -3.520 11.491
O9 4.569 4.047 6.755
V1 3.870 3.341 8.214
O10 3.224 2.651 9.607
C40 -11.867 -4.784 -10.399
O11 -11.541 -5.005 -9.021
H71 -12.397 -5.657 -10.774
H72 -12.508 -3.904 -10.493
H73 -10.951 -4.642 -10.975
H74 -11.072 -4.222 -8.706
N4 1.059 1.654 -6.071
O12 1.253 0.436 -6.183
O13 -0.097 2.082 -5.969
O14 2.008 2.428 -6.057
Al1 -11.819 -2.782 -7.504



The highest charge belongs to which entry? C40H74AlBr4Cl4F2N4O14PS4V